# 1
Entry from the Open Molecules 2025 dataset: C3H6N2O as an isolated structure (ωB97M-V/def2-TZVPD).

XYZ file:
```
12
Properties=species:S:1:pos:R:3:nbo_charge:R:1
C -1.672 0.352 1.092 -0.055
C 0.961 -0.222 -1.233 0.747
C 0.030 -0.934 0.368 -0.360
N -0.416 0.104 1.157 -0.462
N 1.462 0.910 -0.814 -0.846
O 0.863 -0.716 -2.281 -0.567
H -2.138 1.268 1.652 0.188
H -2.306 -0.331 0.478 0.153
H -0.884 -1.421 -0.244 0.160
H 0.675 -1.678 0.922 0.215
H 1.421 1.028 0.217 0.421
H 2.004 1.641 -1.315 0.407
```

Output
Kohn-Sham gap ... 0.35039 hartree
Molar mass ... 86.09 u
Energy relative to the best compared isomer or geometry (same formula, charge and spin) ... 274.2 kJ/mol
Strongest force on any atom ... 4.8 eV/Å
Total charge ... 0

# 2
Entry from the Open Molecules 2025 dataset: a 6-piece molecular cluster, C7H17BBr2N3O11 overall (ωB97M-V/def2-TZVPD).

XYZ file:
```
41
Properties=species:S:1:pos:R:3:lowdin_spin:R:1
N -0.004 -1.097 -2.283 0.002
H -0.342 -1.293 -3.214 0.001
H 0.977 -1.321 -2.195 0.000
H -0.470 -1.705 -1.624 0.005
H -0.272 -0.170 -1.986 0.001
N -2.170 0.988 2.850 0.250
H -1.497 1.336 3.518 0.120
H -2.020 0.015 2.625 0.107
H -2.046 1.536 2.011 0.040
H -3.123 1.069 3.173 0.078
N 0.306 3.151 0.205 0.041
H 0.120 3.963 -0.365 0.009
H 0.310 3.170 1.215 0.061
H 1.169 2.647 0.060 0.005
H -0.546 2.667 -0.041 0.005
O 3.249 -1.413 -2.112 0.001
C 3.509 -0.650 -1.199 0.001
O 4.460 -0.811 -0.275 0.000
B 4.258 0.229 0.832 0.010
O 3.081 1.004 0.327 0.016
C 2.612 0.554 -0.800 0.004
O 1.518 0.866 -1.277 0.009
O 3.830 -0.459 2.028 0.013
C 4.602 -0.109 2.964 0.002
O 4.445 -0.281 4.191 0.004
C 5.621 1.014 2.413 0.000
O 5.385 1.088 1.116 0.001
O 6.442 1.539 3.165 0.000
O -3.483 1.054 -0.939 0.017
C -2.286 1.367 -0.526 0.047
O -2.248 2.120 0.397 0.068
O -1.202 0.934 -1.002 0.022
H -3.833 1.823 -0.483 0.005
Br -5.788 -2.968 -0.511 0.024
C -4.080 -2.502 -1.315 0.008
C -3.596 -3.743 -1.930 0.002
Br -1.711 -3.416 -2.554 0.010
H -3.452 -2.086 -0.527 0.012
H -4.090 -1.582 -1.899 0.001
H -4.109 -4.002 -2.857 0.000
H -3.527 -4.528 -1.177 0.000
```

Output
Kohn-Sham gap (alpha / beta) ... 0.13400 / 0.32699 hartree
Molar mass ... 489.84 u
2S+1 ... 2
Energy relative to the best compared isomer or geometry (same formula, charge and spin) ... 33.7 kJ/mol
Strongest force on any atom ... 7.1 eV/Å
Total charge ... 0

# 3
Entry from the Open Molecules 2025 dataset: C6H8Cl2N2 in the gas phase (ωB97M-V/def2-TZVPD).

XYZ file:
```
18
Properties=species:S:1:pos:R:3:nbo_charge:R:1
Cl -0.465 -2.524 -1.679 -0.010
C -0.162 -0.999 -0.843 0.059
C -1.195 0.210 -1.062 -0.437
C -0.541 1.424 -0.347 -0.420
C 0.857 0.982 0.217 0.077
Cl 1.688 2.245 1.079 0.003
C 0.620 -0.082 1.307 -0.444
C 0.082 -1.335 0.707 -0.433
N 1.591 0.455 -0.842 -0.149
N 1.204 -0.623 -1.330 -0.113
H -1.515 0.330 -2.138 0.249
H -2.143 -0.039 -0.515 0.231
H -1.063 1.707 0.577 0.224
H -0.444 2.250 -1.011 0.236
H 1.527 -0.408 1.798 0.239
H -0.151 0.335 1.995 0.225
H 0.890 -2.137 0.913 0.231
H -0.781 -1.790 1.173 0.232
```

Output
Kohn-Sham gap ... 0.36220 hartree
SMILES ... Cl[C@]12CC[C@](Cl)(CC1)N=N2
Molar mass ... 179.05 u
Energy relative to the best compared isomer or geometry (same formula, charge and spin) ... 70.6 kJ/mol
Strongest force on any atom ... 2.8 eV/Å
Total charge ... 0

# 4
Entry from the Open Molecules 2025 dataset: C6H10O in the gas phase (ωB97M-V/def2-TZVPD).

XYZ file:
```
17
Properties=species:S:1:pos:R:3:nbo_charge:R:1
C 0.890 1.128 -1.044 -0.637
C 0.624 0.214 0.124 0.317
O 1.607 0.485 1.096 -0.711
C 0.490 -1.302 -0.157 -0.500
C -0.750 -1.223 0.683 -0.079
C -0.826 0.235 0.830 -0.383
C -1.832 0.339 -0.240 -0.344
H 0.706 2.165 -0.751 0.217
H 0.251 0.872 -1.894 0.216
H 1.935 1.032 -1.352 0.227
H 1.527 -0.178 1.796 0.464
H 0.325 -1.639 -1.185 0.217
H 1.328 -1.888 0.251 0.212
H -1.007 -1.960 1.460 0.193
H -0.873 0.826 1.751 0.206
H -1.688 1.178 -0.948 0.183
H -2.699 -0.279 -0.421 0.202
```

Output
Kohn-Sham gap (alpha / beta) ... 0.30055 / 0.31290 hartree
Molar mass ... 98.14 u
Energy relative to the best compared isomer or geometry (same formula, charge and spin) ... 418.9 kJ/mol
Strongest force on any atom ... 1.5 eV/Å
Total charge ... 0

# 5
Entry from the Open Molecules 2025 dataset: a 2-piece molecular cluster, C5H9NO overall (ωB97M-V/def2-TZVPD).

XYZ file:
```
16
Properties=species:S:1:pos:R:3:lowdin_spin:R:1
C 0.206 2.148 1.938 0.016
C 0.599 1.120 0.932 0.124
C 0.509 1.246 -0.482 0.378
N 1.077 0.157 -1.073 0.053
C 1.672 -0.580 -0.106 0.330
C 1.388 0.012 1.152 0.063
H 0.116 1.670 2.911 0.001
H 0.962 2.936 1.977 0.008
H -0.750 2.617 1.711 0.002
H -0.005 1.968 -1.107 0.013
H 1.252 0.064 -2.063 -0.002
H 2.277 -1.434 -0.347 0.013
H 1.635 -0.386 2.121 0.000
H -3.569 -3.330 -1.917 0.000
H -3.581 -4.574 -2.850 0.000
O -3.789 -3.634 -2.799 0.000
```

Output
Kohn-Sham gap (alpha / beta) ... 0.36281 / 0.22272 hartree
Molar mass ... 99.13 u
2S+1 ... 2
Energy relative to the best compared isomer or geometry (same formula, charge and spin) ... 8.6 kJ/mol
Strongest force on any atom ... 1.5 eV/Å
Total charge ... +1

# 6
Entry from the Open Molecules 2025 dataset: a 2-piece molecular cluster, C12H17N overall (ωB97M-V/def2-TZVPD).

XYZ file:
```
30
Properties=species:S:1:pos:R:3:nbo_charge:R:1
C -1.204 0.587 1.891 -0.642
C -1.231 -0.700 1.137 -0.077
C -2.342 -1.450 0.933 -0.039
N -2.016 -2.585 0.184 -0.543
C -0.658 -2.640 0.054 0.217
C 0.138 -3.625 -0.507 -0.278
C 1.486 -3.391 -0.590 -0.203
C 2.057 -2.164 -0.207 -0.243
C 1.230 -1.182 0.291 -0.176
C -0.117 -1.420 0.555 -0.122
H -1.700 1.470 1.474 0.221
H -0.230 0.973 2.199 0.224
H -1.866 0.502 2.764 0.220
H -3.396 -1.295 1.035 0.209
H -2.582 -3.389 0.281 0.397
H -0.179 -4.537 -1.009 0.217
H 2.124 -4.077 -1.090 0.206
H 3.109 -2.014 -0.240 0.213
H 1.592 -0.167 0.376 0.200
C 1.007 2.596 0.312 -0.608
C 0.887 3.235 -1.046 -0.413
C -0.317 2.766 -1.876 -0.627
H 1.055 1.522 0.448 0.202
H 1.959 2.861 0.803 0.207
H 0.265 3.045 0.965 0.204
H 1.756 3.102 -1.693 0.198
H 0.957 4.321 -0.964 0.203
H -0.916 1.984 -1.408 0.214
H 0.047 2.138 -2.697 0.207
H -0.912 3.535 -2.375 0.212
```

Output
Kohn-Sham gap ... 0.32570 hartree
SMILES ... Cc1c[nH]c2ccccc12.CCC
Molar mass ... 175.28 u
Energy relative to the best compared isomer or geometry (same formula, charge and spin) ... 123.4 kJ/mol
Strongest force on any atom ... 1.9 eV/Å
Total charge ... 0

# 7
Entry from the Open Molecules 2025 dataset: a 2-piece molecular cluster, CHF2IS overall (ωB97M-V/def2-TZVPD).

XYZ file:
```
6
Properties=species:S:1:pos:R:3:nbo_charge:R:1
C -2.814 -0.684 -0.232 0.524
F -2.646 -1.706 0.541 -0.312
F -2.605 -1.033 -1.505 -0.327
S -0.077 1.274 0.410 -0.153
I -4.405 0.530 0.230 0.167
H 0.458 0.163 -0.165 0.102
```

Output
Kohn-Sham gap (alpha / beta) ... 0.23733 / 0.33893 hartree
Molar mass ... 209.99 u
Energy relative to the best compared isomer or geometry (same formula, charge and spin) ... 281.0 kJ/mol
Strongest force on any atom ... 1.6 eV/Å
Total charge ... 0

# 8
Entry from the Open Molecules 2025 dataset: a 2-piece molecular cluster, C3H10N2O3P overall (ωB97M-V/def2-TZVPD).

XYZ file:
```
19
Properties=species:S:1:pos:R:3:nbo_charge:R:1
C -2.269 -1.441 0.398 0.762
C 0.514 -0.944 -2.202 -0.237
C 0.006 1.800 1.878 -0.280
N -3.259 -1.028 -0.089 -0.552
N -1.144 -1.648 0.915 -0.863
O 2.677 0.899 -0.028 -0.962
O -0.055 -0.361 -1.065 -0.835
O -0.267 0.957 0.842 -0.820
P 0.336 -0.430 0.504 1.650
H 1.002 -0.181 -2.704 0.194
H -0.292 -1.331 -2.831 0.198
H 1.251 -1.743 -1.980 0.191
H -0.344 1.437 2.852 0.195
H -0.586 2.838 1.775 0.221
H 1.143 2.017 1.882 0.212
H -3.830 -0.969 -0.965 0.487
H 3.601 0.662 -0.277 0.503
H -0.895 -2.138 1.703 0.451
H 2.410 1.604 -0.607 0.484
```

Output
Kohn-Sham gap ... 0.37947 hartree
Molar mass ... 153.10 u
Energy relative to the best compared isomer or geometry (same formula, charge and spin) ... 173.9 kJ/mol
Strongest force on any atom ... 4.7 eV/Å
Total charge ... +1